A cluster of 9 separate species, C33H33Cl9N6O6 in total. Source: OMol25; level of theory: wB97M-V/def2-TZVPD.

The SMILES is O=[N+]([O-])c1ccccc1.O=[N+]([O-])c1ccccc1.O=[N+]([O-])c1ccccc1.c1cc[nH]c1.c1cc[nH]c1.c1cc[nH]c1.ClC(Cl)Cl.ClC(Cl)Cl.ClC(Cl)Cl. Its spin multiplicity is 1. The calculation puts the HOMO energy at -8.225 eV.

The geometry in XYZ format:
```
87
Properties=species:S:1:pos:R:3:lowdin_charge:R:1
O -3.1231 2.7372 -1.3868 0.0381
N -2.8060 3.8940 -1.2246 -0.3591
O -3.1563 4.7839 -1.9873 0.0647
C -2.1055 4.2233 -0.0187 -0.1890
C -2.3351 3.4455 1.0956 0.0005
C -1.5976 3.8462 2.2426 -0.0332
C -0.5923 4.8369 2.1424 -0.0733
C -0.3481 5.6003 0.9938 -0.0303
C -1.1030 5.1917 -0.1596 0.0196
H -3.0512 2.6542 1.1225 0.1131
H -1.8126 3.3072 3.1646 0.1085
H -0.0121 5.0748 3.0043 0.0841
H 0.4300 6.3648 0.9212 0.1102
H -1.0720 5.7851 -1.0769 0.1184
O 5.5128 1.8863 0.5326 0.0905
N 4.7910 2.3322 -0.3110 -0.3507
O 4.0342 1.6920 -1.0272 0.0565
C 4.9727 3.7751 -0.5939 -0.1537
C 4.2530 4.2056 -1.6865 0.0181
C 4.4071 5.5761 -2.0059 -0.0731
C 5.1313 6.3939 -1.2150 -0.1004
C 5.7906 5.9139 -0.0761 -0.0706
C 5.7626 4.5659 0.2307 -0.0120
H 3.6386 3.5557 -2.2128 0.0973
H 3.8844 5.8769 -2.9360 0.1200
H 5.1245 7.4982 -1.3348 0.1206
H 6.3113 6.6252 0.5915 0.1179
H 6.1306 4.0899 1.1487 0.1282
O 1.3081 2.1809 0.3027 0.0731
N 1.3005 1.1652 0.9841 -0.3222
O 2.1923 0.8873 1.8014 0.0290
C 0.1984 0.2827 0.8316 -0.1424
C -0.8508 0.6106 -0.0314 -0.0115
C -1.9741 -0.1686 0.0406 -0.1114
C -2.0580 -1.2361 0.9226 -0.0595
C -1.0070 -1.5426 1.8031 -0.0416
C 0.1691 -0.8076 1.7427 0.0321
H -0.7771 1.4615 -0.6772 0.1032
H -2.7249 0.2127 -0.6211 0.0764
H -2.9194 -1.8825 0.9832 0.1002
H -1.2135 -2.4242 2.3647 0.0853
H 1.0480 -0.8782 2.3353 0.1034
C -2.7169 -8.5032 -2.5502 -0.0917
C -2.0384 -7.4040 -3.1570 -0.0915
C -1.0157 -7.0795 -2.2943 -0.1734
N -0.9371 -7.9957 -1.2992 0.0167
C -1.9766 -8.8379 -1.4343 -0.1506
H -3.5534 -9.0880 -2.7854 0.0736
H -2.2939 -6.8392 -4.0102 0.0798
H -0.3937 -6.2411 -2.4132 0.0968
H -0.2092 -7.9879 -0.5892 0.0667
H -2.1769 -9.7029 -0.8482 0.1025
C 3.0647 5.4574 4.3533 -0.0990
C 2.4927 4.6663 5.3615 -0.1432
C 2.1075 3.4413 4.8995 -0.1327
N 2.4198 3.4207 3.5705 0.0254
C 3.0115 4.6359 3.2431 -0.1415
H 3.4134 6.4808 4.4072 0.0928
H 2.2113 5.0833 6.2864 0.0774
H 1.7506 2.6166 5.4584 0.0980
H 2.5841 2.6129 3.0026 0.0956
H 3.2923 4.7663 2.1742 0.1123
C -2.5718 -5.0443 1.9997 -0.1575
C -3.9722 -4.9825 1.9993 -0.1015
C -4.3814 -5.1959 0.6898 -0.0909
N -3.2008 -5.3691 -0.0640 0.0264
C -2.0986 -5.2711 0.7503 -0.1492
H -1.8836 -5.0214 2.7991 0.0812
H -4.5294 -4.8277 2.8688 0.0738
H -5.3503 -5.3203 0.2646 0.0919
H -3.0322 -5.5251 -1.0489 0.1123
H -1.0814 -5.5221 0.4385 0.0996
Cl 2.5817 -4.2965 0.2423 0.5119
C 3.0408 -6.0002 -0.0718 -1.5518
Cl 3.4611 -6.2245 -1.7652 0.5378
Cl 1.9018 -7.2058 0.4628 0.5855
H 3.9531 -6.1483 0.5022 0.0094
Cl -1.9504 0.3064 -3.6570 0.5314
C -1.8408 1.3662 -5.0689 -1.5572
Cl -2.6923 2.8147 -4.7860 0.6048
Cl -2.3217 0.6119 -6.6331 0.4905
H -0.7609 1.5321 -5.2320 0.0202
Cl -5.5669 -3.5850 -3.0305 0.5314
C -4.4544 -2.2526 -3.3297 -1.5581
Cl -4.0584 -2.1738 -5.0476 0.5223
Cl -3.0294 -2.3958 -2.3391 0.5469
H -4.9488 -1.3645 -3.0391 0.0000
```

---

A cluster of 4 separate species, C2H11O3S in total. Source: OMol25; level of theory: wB97M-V/def2-TZVPD.

For the energy above the lowest of the compared OMol25 structures with the same formula, charge and spin, the calculation gives 1.089 eV. The net charge is -1. Its spin multiplicity is 1. The calculation puts the HOMO energy at -3.724 eV.

The geometry in XYZ format:
```
17
Properties=species:S:1:pos:R:3:lowdin_charge:R:1
C -0.2135 -1.7626 0.7404 -0.2084
C -0.6133 -1.0610 -0.5473 -0.6622
S -0.5305 0.8171 -0.3793 0.3887
H -0.4976 -2.9187 0.6281 0.0967
H 0.8303 -1.5830 0.8371 0.0114
H -0.6802 -1.3750 1.6855 0.0683
H 0.1271 -1.2627 -1.3439 0.0453
H -1.5823 -1.1228 -1.0025 0.0125
H -0.2424 2.4402 2.5668 0.0408
H -0.7540 1.2778 1.7946 -0.0804
O -0.3554 1.4438 2.7496 -0.2375
H -0.2298 2.0856 -3.0528 0.0131
H -1.1721 1.1381 -2.4377 -0.0866
O -1.0128 1.5529 -3.3741 -0.2340
H 2.3291 -0.5764 0.1264 -0.0069
H 1.8766 0.6742 0.5432 -0.0600
O 2.7207 0.2327 0.4656 -0.1007
```

---

A structure of composition C6H14O. Source: OMol25; level of theory: wB97M-V/def2-TZVPD.

For the energy above the lowest of the compared OMol25 structures with the same formula, charge and spin, the calculation gives 4.531 eV. Its spin multiplicity is 1. The calculation puts the HOMO energy (spin up / spin down) at -7.347 / -7.347 eV.

The geometry in XYZ format:
```
21
Properties=species:S:1:pos:R:3:lowdin_charge:R:1
C 3.1850 1.0688 0.6958 -0.1224
C 1.7696 0.8566 1.2265 -0.2828
C 0.7902 0.4310 0.1341 -0.2370
C -0.6226 0.1690 0.6682 -0.1806
C -1.5866 -0.1778 -0.4179 -0.2214
O -2.4147 -1.1554 -0.2045 -0.1481
C -3.2532 -1.6260 -1.1119 -0.1137
H 3.8729 1.3667 1.4941 0.0680
H 3.2054 1.8501 -0.0732 0.0721
H 3.5760 0.1498 0.2436 0.0725
H 1.7822 0.0930 2.0163 0.1096
H 1.4092 1.7805 1.6997 0.1084
H 0.7504 1.2079 -0.6431 0.1180
H 1.1547 -0.4782 -0.3616 0.1161
H -0.9660 1.0604 1.2184 0.1189
H -0.6052 -0.6574 1.3888 0.1244
H -1.8510 0.5401 -1.1937 0.1248
H -1.0295 -1.3235 -2.0144 0.0781
H -3.6573 -0.9196 -1.8325 0.0679
H -3.8581 -2.4438 -0.7435 0.0625
H -1.6514 -1.7922 -2.1893 0.0649
```

---

A cluster of 2 separate species, C15H25F9NO3S in total. Source: OMol25; level of theory: wB97M-V/def2-TZVPD.

For the energy above the lowest of the compared OMol25 structures with the same formula, charge and spin, the calculation gives 1.284 eV. The net charge is +1. Its spin multiplicity is 1. The calculation puts the HOMO energy at -13.557 eV.

The geometry in XYZ format:
```
54
Properties=species:S:1:pos:R:3:lowdin_charge:R:1
C -0.7869 -0.9309 0.7954 -0.0647
C -0.3796 -2.4708 0.7314 -0.3302
C 1.1627 -2.6464 0.9677 -0.0585
C -1.0031 -3.2707 -0.4420 -0.1083
N -0.4478 -3.0883 -1.8292 -0.2435
C -1.4784 -3.8209 -2.7060 0.0103
C 0.8315 -3.8405 -2.0758 -0.0929
C 2.1024 -3.0249 -2.4619 -0.1328
C 1.9139 -1.5817 -3.0547 -0.1320
C 0.8104 -0.8649 -2.1647 -0.2705
S 0.4582 0.8457 -2.7924 0.7885
O -0.9091 0.9431 -3.3327 -0.2721
O 1.5363 1.3333 -3.6615 -0.2569
F 0.4858 1.7956 -1.4441 -0.1909
C -0.4928 -1.6972 -2.3662 -0.1257
H 0.0842 -0.2604 0.6784 0.0645
H -1.2034 -0.7096 1.8036 0.0891
H -1.6157 -0.6907 0.0868 0.0865
H -0.8445 -2.8898 1.6591 0.1457
H 1.8026 -2.2872 0.1367 0.0526
H 1.4230 -3.6935 1.2318 0.0926
H 1.4121 -2.0029 1.8460 0.1024
H -0.9398 -4.3584 -0.1979 0.1488
H -2.0932 -3.0287 -0.4888 0.1496
H -1.7159 -4.7921 -2.2292 0.1251
H -2.3991 -3.1946 -2.7076 0.1240
H -1.1364 -3.9001 -3.7544 0.1242
H 0.6880 -4.6396 -2.8369 0.1378
H 1.0613 -4.3985 -1.1373 0.1352
H 2.8398 -2.9389 -1.6283 0.1174
H 2.6469 -3.6130 -3.2409 0.1316
H 2.8508 -0.9967 -3.1033 0.1312
H 1.4822 -1.6762 -4.0762 0.1311
H 1.1305 -0.7266 -1.1131 0.1099
H -1.4100 -1.1860 -1.9997 0.1369
H -0.6415 -1.7878 -3.4687 0.1455
C -0.4903 3.8574 1.4130 -0.0338
C -0.5875 2.6246 2.3468 -0.4148
C -1.7547 2.5811 3.3379 -0.3077
F -1.7205 3.5786 4.2269 0.1152
F -1.7013 1.4270 4.0536 0.0868
F 0.5899 2.4645 2.9863 0.1373
F -0.7303 1.5308 1.5311 0.0461
O 0.4318 4.8985 1.7590 0.0368
C 0.0395 5.9391 2.6169 -0.5263
C 0.8714 5.9702 3.9014 -0.2877
F 0.7419 4.8276 4.6021 0.1011
F 0.4576 6.9766 4.6987 0.1084
F -1.2795 5.8858 2.8467 0.1533
F 0.2526 7.0805 1.9398 0.1563
H -0.0895 3.4703 0.4742 0.1294
H -1.4711 4.2575 1.1539 0.1469
H -2.7151 2.6088 2.8159 0.1741
H 1.9295 6.1118 3.6727 0.1767
```

---

A structure of composition C5H9CoMgO4. Source: OMol25; level of theory: wB97M-V/def2-TZVPD.

For the energy above the lowest of the compared OMol25 structures with the same formula, charge and spin, the calculation gives 0.541 eV. The net charge is +1. Its spin multiplicity is 6. The calculation puts the HOMO energy (spin up / spin down) at -8.906 / -14.258 eV.

The geometry in XYZ format:
```
20
Properties=species:S:1:pos:R:3:lowdin_charge:R:1
O -0.2208 -2.5736 -0.2426 -0.1218
C -0.7873 -1.7219 0.5880 -0.2123
C -0.4078 -0.4269 0.7877 -0.2057
O 0.7402 -0.1007 -0.0261 -0.2619
C 0.4811 0.8642 -1.0312 -0.1702
C 1.6219 0.8283 -2.0152 -0.1705
O 1.7654 -0.5195 -2.4556 -0.3368
C 2.7026 -0.6758 -3.5122 -0.0684
Mg 1.5547 -1.9130 -0.8225 0.8130
H -1.6344 -2.1008 1.1860 0.1384
H 0.3903 1.8703 -0.5916 0.1447
H -0.4632 0.6172 -1.5421 0.1515
H 2.5645 1.1608 -1.5511 0.1491
H 1.3986 1.4808 -2.8726 0.1525
H 2.7911 -1.7469 -3.7219 0.0960
H 2.3439 -0.1502 -4.4082 0.1092
H 3.6842 -0.2757 -3.2172 0.1083
H -3.4226 1.4125 2.8229 0.0105
Co -1.1997 0.7115 2.0853 1.0058
O -2.5018 1.3553 3.0939 -0.3314
```

---

A structure of composition C28H19BrCl3FeN3O5S3Si. Source: OMol25; level of theory: wB97M-V/def2-TZVPD.

For the energy above the lowest of the compared OMol25 structures with the same formula, charge and spin, the calculation gives 1.987 eV. The net charge is -1. Its spin multiplicity is 6. The calculation puts the HOMO energy (spin up / spin down) at -5.845 / -5.825 eV.

The geometry in XYZ format:
```
64
Properties=species:S:1:pos:R:3:lowdin_charge:R:1
Fe 0.1130 -0.2846 0.6457 0.2958
O -1.4685 0.7922 -0.4150 -0.1360
C -2.4516 0.0070 -1.1038 -0.3014
C -2.0583 -1.4898 -0.9116 -0.5868
O -2.8098 -2.3271 -1.3864 0.0622
O -0.9743 -1.6952 -0.2800 -0.0597
C -2.4353 0.3012 -2.5944 -0.1404
C -3.5424 -0.0098 -3.3808 -0.0194
C -3.5198 0.2204 -4.7439 -0.0787
C -2.3885 0.7583 -5.3469 -0.1008
C -1.2749 1.0446 -4.5754 -0.0795
C -1.2982 0.8098 -3.2064 -0.0270
C -3.7805 0.3565 -0.4430 -0.1328
C -4.3799 -0.4783 0.4906 0.0055
C -5.5301 -0.0737 1.1543 -0.0693
C -6.0923 1.1666 0.8959 -0.1291
C -5.4946 2.0100 -0.0324 -0.0991
C -4.3495 1.6022 -0.6953 -0.0292
H -1.3979 1.6905 -0.7708 0.0021
H -4.4139 -0.4463 -2.9119 0.1251
H -4.3872 -0.0281 -5.3415 0.0983
H -2.3745 0.9405 -6.4138 0.0941
H -0.3791 1.4401 -5.0350 0.0997
H -0.4069 0.9887 -2.6199 0.0973
H -3.9495 -1.4475 0.6971 0.1221
H -5.9871 -0.7342 1.8793 0.1015
H -6.9937 1.4748 1.4108 0.0994
H -5.9204 2.9839 -0.2385 0.1068
H -3.8855 2.2637 -1.4185 0.1246
Cl -0.5297 0.5180 2.6302 0.0091
Si 1.8624 1.4123 0.9605 -0.0151
Cl 1.5935 3.1436 2.1422 0.0984
Cl 3.7503 0.8266 1.6212 0.1767
Br 4.8106 -6.0765 2.1126 0.7099
C 4.2184 -4.8706 0.7749 -0.6674
C 4.7128 -4.9983 -0.5136 -0.2051
N 4.3466 -4.1945 -1.5063 0.0690
C 3.4717 -3.2331 -1.2233 -0.0695
C 2.9280 -3.0336 0.0399 -0.0970
C 3.3068 -3.8778 1.0709 -0.0394
C 1.9522 -1.9240 0.2837 -0.6490
O 1.3708 -1.8531 1.3975 -0.0721
O 1.7432 -1.0798 -0.6377 -0.1148
H 5.4269 -5.7795 -0.7449 0.0946
H 3.1724 -2.5778 -2.0309 0.1199
H 2.8853 -3.7456 2.0582 0.1213
S -1.3813 7.4695 2.8077 0.6655
C -1.2676 6.3026 1.6744 -1.0793
S 0.1118 6.0127 0.6649 0.9669
C -0.6353 4.6154 -0.0293 -1.1477
N -1.8635 4.4018 0.4562 0.0581
N -2.1975 5.3012 1.3614 -0.1244
C -3.4932 5.1060 1.9570 -0.1940
C -4.3183 6.1792 2.2493 -0.0497
C -5.5757 5.9216 2.7767 -0.0781
C -5.9921 4.6180 3.0003 -0.0761
C -5.1513 3.5568 2.6915 -0.0773
C -3.8921 3.7940 2.1679 0.0010
S 0.0303 3.5849 -1.1412 0.7253
H -3.9951 7.1893 2.0620 0.0762
H -6.2307 6.7512 3.0066 0.1023
H -6.9753 4.4281 3.4100 0.1024
H -5.4679 2.5361 2.8563 0.0952
H -3.2316 2.9734 1.9215 0.1188
```

---

A cluster of 3 separate species, C6H12IN in total. Source: OMol25; level of theory: wB97M-V/def2-TZVPD.

For the energy above the lowest of the compared OMol25 structures with the same formula, charge and spin, the calculation gives 1.882 eV. The SMILES is CC=C=N.C=CC.I. Its spin multiplicity is 1. The calculation puts the HOMO energy at -8.725 eV.

The geometry in XYZ format:
```
20
Properties=species:S:1:pos:R:3:lowdin_charge:R:1
C 1.5844 -1.2376 -1.2902 -0.1153
C 1.1900 -1.0134 0.1521 -0.1541
C 1.5805 0.0679 0.8835 -0.1974
N 2.0435 0.8784 1.6914 0.1356
H 0.8148 -1.7948 -1.7316 0.0416
H 2.4321 -1.9393 -1.2770 0.0707
H 1.6986 -0.3380 -1.8929 0.0795
H 0.5104 -1.6475 0.6617 0.0829
H 1.6811 1.7880 1.8028 0.0472
C -3.0121 1.2910 -1.7300 -0.0098
C -2.1661 1.3593 -0.6946 -0.2544
C -2.4903 1.7934 0.6600 -0.1241
H -4.0408 1.4539 -1.6634 0.0255
H -2.9027 0.9105 -2.7334 0.0472
H -1.1811 1.0958 -1.0068 0.0720
H -1.8429 2.5415 1.0029 0.0403
H -2.4288 0.8975 1.3207 0.0863
H -3.5564 2.2484 0.7799 0.1141
I 5.5134 -0.1488 -0.0228 0.4419
H 4.1317 -0.1427 0.7103 -0.4298
```

---

The evaluated largest force on an atom for the records listed, in turn: 3.400; 3.742; 0.236; 3.862; 4.635; 0.928; 3.891 eV/Å.
The evaluated E_tot for the records listed, in turn: -6198.62508; -706.73384; -312.08851; -2163.71309; -2079.35986; -8321.50991; -588.14905 a.u..